# C19H14N3PtS

A structure of composition C19H14N3PtS (ωB97M-V with the def2-TZVPD basis set, OMol25).

## Properties
DFT total energy = -38478.32573 eV
Net charge = +1
Spin multiplicity = 1
HOMO level = -0.397 Ha
Orbital gap = 7.0 eV
Relative energy (zero: lowest compared OMol25 entry of this formula, charge and spin) = 0.000 eV

Last column: Mulliken charge in e.
Geometry (Å):
1 Pt -0.23932 -0.17832 -0.23247  0.578
2 S -2.92658 -2.37008 -3.00215  -0.215
3 C -3.88107 -1.15276 -2.28966  -0.606
4 C -3.16969 -0.34544 -1.44681  -0.315
5 C -1.78950 -0.68759 -1.38774  0.045
6 C -1.54179 -1.78924 -2.17405  -0.497
7 C -0.20567 -2.31897 -2.20100  1.313
8 C 0.27838 -3.33582 -3.01706  -0.839
9 C 1.62333 -3.64017 -2.99335  -0.309
10 C 2.47566 -2.90243 -2.17966  -0.973
11 C 1.93192 -1.92448 -1.37752  -0.171
12 N 0.61739 -1.67265 -1.33916  -0.335
13 H -4.93679 -1.09649 -2.50310  0.464
14 H -3.66200 0.41780 -0.86231  0.455
15 H -0.40131 -3.85415 -3.67915  0.352
16 H 2.01411 -4.42442 -3.62761  0.435
17 H 3.54156 -3.07486 -2.16738  0.397
18 H 2.55667 -1.29518 -0.76112  0.824
19 C 2.88209 -0.40011 2.91072  -0.863
20 C 2.67324 0.78295 3.59526  -0.468
21 C 1.67086 1.63618 3.16822  -0.683
22 C 0.92819 1.30387 2.04665  0.694
23 N 1.18452 0.18681 1.34170  -0.365
24 C 2.10768 -0.66261 1.79610  -0.177
25 C -0.19895 2.12215 1.55144  0.869
26 C -0.52099 3.36607 2.06609  -0.654
27 C -1.54918 4.09580 1.49525  -0.449
28 C -2.20798 3.57656 0.39670  -0.934
29 C -1.84696 2.32585 -0.06533  -0.184
30 N -0.89684 1.59216 0.52615  -0.206
31 H 3.62405 -1.11814 3.22827  0.403
32 H 3.26278 1.03131 4.46705  0.450
33 H 1.46555 2.54242 3.71734  0.288
34 H 2.20801 -1.59571 1.26133  0.744
35 H 0.03480 3.77747 2.89469  0.282
36 H -1.80921 5.06798 1.89086  0.453
37 H -2.99081 4.12260 -0.10914  0.410
38 H -2.30615 1.89163 -0.93805  0.788

Forces on atoms 1 to 2 (eV/Å):
0.19 0.34 -0.20
0.01 0.04 -0.04